Formula: C3H3OP
Source: the OMol25 dataset
Level of theory: ωB97M-V with the def2-TZVPD basis set

Summary:
Energy relative to the best compared isomer or geometry (same formula, charge and spin) = 3.6498 eV
Structure (SMILES) = OP=c1cc1
Net charge = 0
HOMO level = -8.227 eV
LUMO level = 0.71 eV
Molar mass = 86.03 g/mol
Kohn-Sham gap = 8.932 eV

```
8
Properties=species:S:1:pos:R:3:forces:R:3:lowdin_charge:R:1
O 2.053326 1.059180 0.134057 0.7 2.2 -1.0 -0.433
P 1.779818 -0.518186 0.029912 0.4 -1.6 0.3 0.767
C 0.169502 -0.548463 0.114037 -4.2 1.2 -0.3 -0.471
C -1.190738 -0.992889 0.072975 0.2 -1.7 1.1 -0.166
C -1.349631 0.293138 0.146272 4.3 -4.9 -0.1 0.124
H 1.727062 1.460889 -0.696949 0.3 0.1 0.8 0.043
H -1.628049 -1.993759 0.225629 -0.3 0.8 -0.5 0.107
H -1.561288 1.240092 -0.025931 -1.4 3.9 -0.3 0.029
```
Positions in Å, forces in eV/Å.

***

Formula: C3H3OS2
Source: the OMol25 dataset
Level of theory: ωB97M-V with the def2-TZVPD basis set

Summary:
Energy relative to the best compared isomer or geometry (same formula, charge and spin) = 0.6055 eV
Structure (SMILES) = CC(=S)C([O-])=S
Net charge = -1
HOMO level = -3.679 eV
LUMO level = 3.63 eV
Molar mass = 119.19 g/mol
Kohn-Sham gap = 7.314 eV

```
9
Properties=species:S:1:pos:R:3:forces:R:3:lowdin_charge:R:1
C -0.124297 0.108246 -0.198754 1.2 -1.4 2.0 -0.227
C -1.529084 0.693584 0.028001 0.3 0.2 -1.4 -0.879
S -1.944940 2.098387 -0.755262 0.1 -0.3 0.7 0.520
C -2.596407 -0.185830 0.742552 2.2 0.0 -2.1 -1.060
O -3.039877 -0.010331 1.830628 -0.9 0.3 1.6 -0.040
S -2.747534 -1.382726 -0.475308 -0.8 -0.5 0.1 0.501
H -0.162879 -1.026114 -0.098669 0.0 1.5 0.1 0.043
H 0.606307 0.485530 0.622503 -1.2 -0.4 -1.1 0.087
H 0.415149 0.264373 -1.146780 -0.9 0.6 0.1 0.054
```
Positions in Å, forces in eV/Å.

***

Formula: C3H3OV
Source: the OMol25 dataset
Level of theory: ωB97M-V with the def2-TZVPD basis set

Summary:
Energy relative to the best compared isomer or geometry (same formula, charge and spin) = 0.0000 eV
Spin multiplicity = 5
Net charge = 0
HOMO level (alpha / beta) = -7.896 / -9.144 eV
LUMO level (alpha / beta) = -0.52 / -1.23 eV
Molar mass = 106.00 g/mol
Kohn-Sham gap (alpha / beta) = 7.380 / 7.918 eV

```
8
Properties=species:S:1:pos:R:3:forces:R:3:lowdin_charge:R:1
C -0.905844 -0.268242 -0.889167 -1.3 0.2 1.5 -0.236
C -2.007045 -0.732201 0.073184 0.2 -0.5 0.2 -0.209
C -1.275750 0.564112 0.171117 -0.3 -0.1 -2.2 -0.173
H -1.884127 -1.505675 0.844350 0.2 0.2 -0.4 0.080
H -3.022028 -0.750694 -0.349885 0.2 0.3 0.2 0.086
H -1.710732 1.564833 0.250199 1.0 -0.2 0.5 0.113
O 0.831569 0.693298 0.826178 -0.4 -1.3 -1.5 -0.514
V 1.074090 -0.386227 -0.678872 0.4 1.5 1.8 0.854
```
Positions in Å, forces in eV/Å.

***

Formula: C3H4
Source: the OMol25 dataset
Level of theory: ωB97M-V with the def2-TZVPD basis set

Summary:
Energy relative to the best compared isomer or geometry (same formula, charge and spin) = 2.7186 eV
Net charge = 0
HOMO level = -9.271 eV
LUMO level = 1.20 eV
Molar mass = 40.07 g/mol
Kohn-Sham gap = 10.472 eV

```
7
Properties=species:S:1:pos:R:3:forces:R:3:lowdin_charge:R:1
C -0.612247 -0.737468 0.083442 -1.5 -1.6 -0.5 -0.085
C -0.591532 0.550123 0.111542 -3.3 5.7 -0.8 -0.178
C 0.696522 -0.021696 0.108992 4.7 -0.6 -2.1 -0.268
H -1.147753 -1.713040 -0.158960 0.9 1.7 0.6 0.118
H -1.080607 1.872999 -0.155770 1.2 -4.8 1.1 0.214
H 1.451845 -0.036790 0.943747 -1.1 0.0 -0.5 0.086
H 1.283773 0.085874 -0.932996 -0.9 -0.4 2.1 0.113
```
Positions in Å, forces in eV/Å.

***

Formula: C3H4AgO4
Source: the OMol25 dataset
Level of theory: ωB97M-V with the def2-TZVPD basis set

Summary:
Energy relative to the best compared isomer or geometry (same formula, charge and spin) = 1.2196 eV
Spin multiplicity = 2
Net charge = 0
HOMO level (alpha / beta) = -8.660 / -8.656 eV
LUMO level (alpha / beta) = -0.68 / -1.90 eV
Molar mass = 211.93 g/mol
Kohn-Sham gap (alpha / beta) = 7.982 / 6.757 eV

```
12
Properties=species:S:1:pos:R:3:forces:R:3:lowdin_charge:R:1
Ag 3.411776 1.035323 0.906177 4.6 2.8 1.3 0.831
O 1.900824 -0.124682 1.576541 -2.9 -1.7 0.2 -0.125
O -1.166293 1.369268 0.656660 0.0 -0.1 -0.5 0.061
C -1.658961 0.236241 0.090808 -1.4 -1.4 0.4 -0.300
C -0.626269 -0.526111 -0.738798 1.4 0.3 -0.3 -0.116
O 0.459267 -0.954423 0.115995 -2.0 -0.6 -0.2 0.031
C 1.428450 -0.124735 0.389148 2.6 0.3 0.6 -0.789
H -2.054524 -0.500839 0.838856 0.3 0.6 -0.2 0.129
H -2.503540 0.406955 -0.629437 0.6 0.4 0.3 0.142
H -0.210621 0.113198 -1.527206 -0.1 -0.2 0.1 0.131
H -1.045646 -1.447402 -1.166122 0.0 0.4 0.3 0.139
O 2.065534 0.517212 -0.512620 -3.1 -0.8 -1.9 -0.133
```
Positions in Å, forces in eV/Å.

***

Formula: C3H4AlBr2ClF4OS
Source: the OMol25 dataset
Level of theory: ωB97M-V with the def2-TZVPD basis set

Summary:
Net charge = 0
HOMO level = -10.928 eV
LUMO level = -2.23 eV
Molar mass = 386.37 g/mol
Kohn-Sham gap = 8.698 eV

```
17
Properties=species:S:1:pos:R:3:forces:R:3:lowdin_charge:R:1
C 2.400088 1.830556 0.605150 -0.1 0.4 -0.3 -0.135
C 1.104076 2.045153 -0.097999 -0.6 0.2 -0.2 -0.785
Br 0.881327 3.795377 -0.806106 0.1 -0.1 -0.1 0.841
C 0.171101 1.097467 -0.265357 0.1 -0.1 0.8 -0.957
Br 0.419233 -0.657791 0.337775 0.3 -0.4 -0.2 0.951
S -1.380540 1.310200 -1.122658 -0.2 -0.4 -0.6 0.718
O -1.999072 2.684221 -0.671141 0.1 0.1 0.2 -0.367
Cl -2.543411 -0.066395 -0.290585 0.1 0.2 -0.1 0.452
H 2.294046 1.148169 1.436099 0.1 -0.3 0.0 0.068
H 2.772075 2.786426 0.951468 0.1 0.1 0.1 0.068
H 3.104728 1.460604 -0.136287 0.2 -0.3 0.1 0.108
H -1.769369 2.909635 0.245571 -0.1 0.1 0.2 0.090
F -1.221101 -5.681761 0.518006 0.0 0.1 0.0 -0.174
Al -1.097590 -4.105303 -0.038549 0.0 -0.2 0.0 -0.195
F -1.213588 -4.037736 -1.720097 0.0 0.2 0.1 -0.188
F 0.396985 -3.398348 0.429192 -0.1 0.2 0.0 -0.275
F -2.318989 -3.120474 0.625517 0.1 0.3 -0.1 -0.220
```
Positions in Å, forces in eV/Å.

***

Formula: C3H4BN
Source: the OMol25 dataset
Level of theory: ωB97M-V with the def2-TZVPD basis set

Summary:
Energy relative to the best compared isomer or geometry (same formula, charge and spin) = 3.9048 eV
Net charge = 0
HOMO level = -9.221 eV
LUMO level = -0.98 eV
Molar mass = 64.88 g/mol
Kohn-Sham gap = 8.243 eV

```
9
Properties=species:S:1:pos:R:3:forces:R:3:lowdin_charge:R:1
B -0.191740 1.652001 0.033553 1.2 -2.3 -0.7 0.339
C 2.391743 0.028362 -0.050193 2.4 0.1 -0.7 -0.339
C 0.500804 -1.529086 0.268474 0.3 -0.9 1.7 -0.001
C 1.153805 -0.417139 0.155712 -4.1 3.6 -0.2 -0.202
N 3.404709 0.419098 -0.419493 1.1 0.5 0.0 0.158
H 0.014972 2.701593 -0.484271 0.8 -0.2 0.2 -0.026
H -1.267465 1.362839 0.339354 -0.6 -0.4 0.6 -0.049
H 0.971253 -2.444099 0.613368 0.3 -0.3 -0.7 0.077
H -0.527180 -1.484250 0.490264 -1.3 -0.1 -0.3 0.042
```
Positions in Å, forces in eV/Å.

***

Formula: C3H4BaO2
Source: the OMol25 dataset
Level of theory: ωB97M-V with the def2-TZVPD basis set

Summary:
Energy relative to the best compared isomer or geometry (same formula, charge and spin) = 3.1155 eV
Net charge = 0
HOMO level = -6.403 eV
LUMO level = -0.82 eV
Molar mass = 209.39 g/mol
Kohn-Sham gap = 5.580 eV

```
10
Properties=species:S:1:pos:R:3:forces:R:3:lowdin_charge:R:1
O 0.548132 1.294843 -0.453216 0.7 0.1 -0.4 -0.729
C 1.602829 0.466908 -0.740003 1.0 -0.8 -1.3 -0.459
C 1.659640 -1.012638 -0.675677 0.0 -0.9 0.6 -0.127
O 0.676837 -1.782377 -0.335656 0.3 -0.3 0.0 -0.229
C -0.583424 -1.470616 0.410321 0.4 -1.0 -0.2 -0.475
Ba -1.329040 0.849284 0.500824 -1.8 1.7 0.6 1.760
H 2.572197 0.765260 -0.280136 -0.4 0.1 -0.4 0.103
H 1.867965 0.283466 -1.884262 -0.4 1.2 1.2 0.130
H -0.401837 -1.909241 1.405459 0.0 -0.1 -0.1 0.015
H -1.313179 -2.142310 -0.068718 0.1 -0.1 0.1 0.011
```
Positions in Å, forces in eV/Å.

***

Formula: C3H4BeLiO3
Source: the OMol25 dataset
Level of theory: ωB97M-V with the def2-TZVPD basis set

Summary:
Energy relative to the best compared isomer or geometry (same formula, charge and spin) = 1.8092 eV
Spin multiplicity = 2
Net charge = +2
HOMO level (alpha / beta) = -21.367 / -21.357 eV
LUMO level (alpha / beta) = -9.85 / -11.95 eV
Molar mass = 104.01 g/mol
Kohn-Sham gap (alpha / beta) = 11.519 / 9.404 eV

```
12
Properties=species:S:1:pos:R:3:forces:R:3:lowdin_charge:R:1
C 0.724230 0.211705 -1.822646 2.8 -1.6 -0.1 0.136
C 0.602322 1.055900 -0.745530 0.1 0.3 -1.9 -0.045
H 0.230778 -0.759076 -1.921465 -0.3 0.2 0.2 0.123
H -0.458255 0.869361 -1.375633 0.2 1.5 0.7 0.214
H 1.219464 1.960725 -0.792398 -0.5 0.0 -0.2 0.140
O -1.041711 -0.495867 1.007495 -0.2 0.4 -1.7 -0.026
C -0.386293 -0.771154 2.059540 0.1 -1.4 3.4 -0.709
O 0.822909 -0.481281 2.163484 -0.1 1.0 -2.2 0.211
O -0.996731 -1.336388 3.046023 -0.2 -0.1 0.0 0.420
Li -2.742153 -0.731805 0.266556 -0.6 -0.2 0.2 0.911
Be 0.443214 0.191988 0.614240 -0.5 -0.8 2.5 0.481
H 1.582225 0.285892 -2.499664 -0.7 0.7 -0.8 0.145
```
Positions in Å, forces in eV/Å.

***

Formula: C3H4Br2I2
Source: the OMol25 dataset
Level of theory: ωB97M-V with the def2-TZVPD basis set

Summary:
Energy relative to the best compared isomer or geometry (same formula, charge and spin) = 2.2494 eV
Net charge = 0
HOMO level = -8.882 eV
LUMO level = -0.47 eV
Molar mass = 453.68 g/mol
Kohn-Sham gap = 8.416 eV

```
11
Properties=species:S:1:pos:R:3:forces:R:3:lowdin_charge:R:1
C -0.692600 -0.651384 -0.823727 -2.1 0.9 0.2 -0.973
C 0.638703 0.315261 1.445000 0.5 -0.5 -4.2 -0.603
C 0.276370 0.463328 -0.714255 1.1 0.4 3.6 -1.329
Br -0.147940 -2.447952 -0.860770 0.9 -1.1 -0.3 0.664
Br -1.062740 0.447024 2.071894 -1.1 0.5 1.6 0.708
I 2.087799 0.280905 -1.812042 -0.5 0.2 0.3 0.762
I -0.772597 2.388485 -0.827642 0.6 -0.9 -0.4 0.738
H -1.314394 -0.689507 0.121226 0.3 0.6 -1.6 -0.046
H -1.316457 -0.444243 -1.703997 -0.1 -0.4 0.3 0.049
H 0.925722 -0.728651 1.418325 0.5 0.2 0.2 0.000
H 1.378134 1.066733 1.685987 -0.2 0.0 0.1 0.030
```
Positions in Å, forces in eV/Å.

***

For reference, max |F| by record: 6.53; 3.06; 2.35; 6.67; 5.52; 0.82; 5.51; 2.58; 3.67; 4.23 eV Å⁻¹.